# 1
Below is a molecular structure, C22H28N3O4ReS at a distorted geometry, with properties calculated with ωB97M-V/def2-TZVPD.

XYZ file:
```
59
C22H28N3O4ReS | the Open Molecules 2025 dataset | ωB97M-V/def2-TZVPD
Re 0.085 -0.285 -0.048
C 2.882 -0.048 1.681
O 1.530 0.458 1.497
C 1.362 1.817 1.955
C -0.109 1.976 2.234
O -0.870 1.462 1.102
C -1.415 2.481 0.228
C -0.406 2.726 -0.860
O -0.087 1.404 -1.381
C 0.381 1.479 -2.762
H 3.163 0.097 2.723
H 2.865 -1.110 1.453
H 3.570 0.483 1.024
H 1.938 1.969 2.869
H 1.740 2.501 1.191
H -0.418 1.390 3.097
H -0.384 3.014 2.416
H -2.340 2.076 -0.184
H -1.653 3.380 0.794
H -0.830 3.326 -1.664
H 0.515 3.197 -0.511
H -0.324 2.085 -3.327
H 1.374 1.926 -2.777
H 0.405 0.474 -3.164
C -3.204 -0.704 -0.353
C -2.443 -1.310 -1.488
C -3.163 -1.946 -2.513
C -2.512 -2.551 -3.554
C -1.101 -2.536 -3.588
C -0.349 -3.141 -4.628
C 1.022 -3.118 -4.619
C 1.700 -2.500 -3.562
C 0.991 -1.901 -2.534
S 1.771 -1.184 -1.165
C -0.426 -1.895 -2.535
N -1.099 -1.267 -1.497
H -4.154 -0.305 -0.704
H -2.659 0.093 0.153
H -3.435 -1.472 0.389
H -4.243 -1.945 -2.462
H -3.067 -3.044 -4.342
H -0.882 -3.632 -5.432
H 1.583 -3.581 -5.419
H 2.783 -2.493 -3.541
N -2.546 -5.613 4.043
C -1.766 -4.570 4.352
O -1.380 -4.287 5.461
C -1.334 -3.646 3.213
C -0.809 -2.418 3.604
C -0.358 -1.536 2.656
N -0.402 -1.794 1.327
C -0.880 -3.005 0.952
C -1.347 -3.939 1.853
H -2.818 -6.233 4.793
H -2.845 -5.843 3.113
H -0.741 -2.191 4.660
H 0.088 -0.600 2.942
H -0.845 -3.236 -0.102
H -1.681 -4.894 1.472
```

Output
Frontier orbital gap (spin up / spin down) (eV): 5.73 / 6.57
Electronic energy (Ha): -1795.870888
Lowest unoccupied orbital energy (spin up / spin down) (Ha): -0.4300 / -0.3991
Total charge: +3
Energy above the lowest of the compared OMol25 structures with the same formula, charge and spin (kJ/mol): 0.0
2S+1: 2

=====

# 2
Below is a molecular structure, C34H59N5O10P2S2Y, with properties calculated with ωB97M-V/def2-TZVPD.

XYZ file:
```
113
C34H59N5O10P2S2Y | the Open Molecules 2025 dataset | ωB97M-V/def2-TZVPD
Y 0.183 -0.415 1.335
N -0.975 3.526 3.855
C -0.354 2.405 3.377
O -0.773 1.294 3.668
C 0.859 2.604 2.500
C 1.603 1.278 2.389
H -1.864 3.411 4.313
H -0.721 4.431 3.504
H 1.432 3.448 2.915
H 0.491 2.943 1.517
H 1.898 0.990 3.401
H 2.533 1.437 1.830
C -3.902 4.254 -2.491
C -2.857 3.686 -1.560
C -3.350 3.565 -0.134
O -2.511 2.388 -2.119
P -1.281 1.512 -1.653
O -1.094 1.419 -0.196
C 0.181 2.238 -2.407
P 1.680 1.338 -1.965
O 1.639 0.976 -0.538
O 2.899 2.290 -2.320
C 3.311 3.263 -1.314
C 4.436 2.672 -0.494
C 3.695 4.520 -2.056
O 1.706 0.228 -3.050
C 2.748 -0.805 -3.270
C 3.840 -0.783 -2.226
C 3.258 -0.584 -4.674
O -1.504 0.138 -2.336
C -2.110 -0.351 -3.574
C -1.696 0.464 -4.782
C -3.604 -0.458 -3.384
H -4.197 5.250 -2.159
H -4.784 3.610 -2.490
H -3.522 4.321 -3.512
H -1.963 4.316 -1.595
H -4.180 2.855 -0.074
H -3.695 4.545 0.205
H -2.568 3.215 0.534
H 0.305 3.254 -2.018
H 0.068 2.273 -3.488
H 2.465 3.467 -0.651
H 5.287 2.443 -1.142
H 4.108 1.759 0.001
H 4.756 3.384 0.270
H 4.532 4.316 -2.728
H 3.996 5.294 -1.349
H 2.860 4.895 -2.652
H 2.194 -1.740 -3.199
H 4.417 0.143 -2.280
H 4.508 -1.623 -2.418
H 3.447 -0.914 -1.217
H 3.762 0.383 -4.745
H 2.443 -0.612 -5.398
H 3.973 -1.371 -4.922
H -1.680 -1.351 -3.657
H -2.092 1.481 -4.736
H -2.100 -0.017 -5.674
H -0.610 0.493 -4.881
H -4.066 0.529 -3.329
H -3.830 -1.006 -2.469
H -4.032 -1.005 -4.227
O -0.630 -1.553 -0.535
N -1.705 -2.241 -0.487
C -1.863 -3.118 -1.437
C -1.001 -3.214 -2.598
N -0.433 -3.260 -3.597
C -3.074 -3.913 -1.393
N -4.040 -4.538 -1.393
C 3.454 -3.330 4.087
C 3.112 -2.357 5.223
C 2.194 -1.326 4.546
O 2.195 -1.633 3.145
C 3.356 -2.441 2.868
H 2.708 -4.125 4.011
H 4.439 -3.785 4.194
H 4.020 -1.871 5.586
H 2.627 -2.839 6.072
H 2.547 -0.306 4.701
H 1.162 -1.382 4.894
H 4.238 -1.795 2.773
H 3.200 -2.962 1.933
C -3.598 1.291 2.698
N -4.367 0.385 1.864
C -5.557 -0.061 2.558
C -3.538 -0.705 1.329
C -2.884 -1.668 2.310
C -3.682 -2.645 2.899
C -3.140 -3.593 3.760
C -1.776 -3.576 4.007
C -0.980 -2.614 3.387
C -1.492 -1.628 2.534
H -4.207 2.172 2.939
H -2.713 1.625 2.155
H -3.251 0.836 3.637
H -6.181 0.806 2.793
H -5.343 -0.589 3.500
H -6.135 -0.733 1.918
H -2.761 -0.230 0.731
H -4.162 -1.271 0.632
H -4.740 -2.696 2.655
H -3.773 -4.352 4.206
H -1.325 -4.327 4.647
H 0.093 -2.668 3.565
C 3.997 -4.612 -2.895
O 2.968 -4.003 -2.123
C 3.204 -3.682 -0.830
S 4.739 -3.907 -0.172
S 1.771 -3.172 -0.058
H 3.549 -4.768 -3.875
H 4.304 -5.562 -2.459
H 4.878 -3.975 -2.964
```

Output
Frontier orbital gap (eV): 6.18
Electronic energy (Ha): -3874.779697
Lowest unoccupied orbital energy (Ha): 0.0670
Total charge: -1
Energy above the lowest of the compared OMol25 structures with the same formula, charge and spin (kJ/mol): 201.7

=====

# 3
Below is a molecular structure, C26H54IN2O10P2S2Si4Y at a distorted geometry, with properties calculated with ωB97M-V/def2-TZVPD.

XYZ file:
```
102
C26H54IN2O10P2S2Si4Y | the Open Molecules 2025 dataset | ωB97M-V/def2-TZVPD
Y -0.387 0.028 -0.436
C -3.136 -4.719 0.262
C -2.660 -3.450 -0.433
O -3.018 -3.462 -1.815
P -3.507 -1.951 0.184
O -4.859 -1.835 -0.624
O -4.019 -2.203 1.665
O -2.650 -0.747 0.175
P -0.824 -3.252 -0.256
O -0.694 -2.666 1.267
O -0.170 -4.552 -0.397
O -0.475 -2.071 -1.151
H -4.209 -4.856 0.113
H -2.907 -4.691 1.326
H -2.609 -5.568 -0.172
H -2.296 -3.859 -2.320
H -4.744 -1.716 -1.584
H -4.769 -2.810 1.718
H -0.991 -1.749 1.192
C 3.592 3.434 0.073
Si 3.600 1.640 0.695
C 5.435 1.212 0.919
C 2.864 1.626 2.447
Si 2.400 0.153 -0.687
Si 3.449 -1.956 -0.533
C 3.057 -2.693 1.175
C 5.343 -1.962 -0.702
C 2.819 -3.143 -1.867
Si 2.654 0.872 -2.920
C 4.448 0.923 -3.542
C 1.684 -0.291 -4.061
C 1.900 2.593 -3.170
H 4.036 4.089 0.825
H 2.596 3.807 -0.148
H 4.194 3.522 -0.830
H 5.944 2.021 1.444
H 5.935 1.066 -0.035
H 5.567 0.305 1.506
H 3.282 2.425 3.061
H 3.098 0.678 2.931
H 1.781 1.741 2.408
H 3.274 -1.975 1.968
H 3.653 -3.587 1.364
H 2.007 -2.976 1.248
H 5.841 -1.571 0.183
H 5.678 -1.376 -1.554
H 5.686 -2.987 -0.849
H 1.741 -3.100 -1.991
H 3.082 -4.170 -1.610
H 3.286 -2.916 -2.826
H 4.904 -0.064 -3.506
H 5.056 1.590 -2.934
H 4.499 1.273 -4.574
H 2.147 -1.273 -4.127
H 1.624 0.123 -5.069
H 0.662 -0.433 -3.704
H 2.435 3.356 -2.610
H 0.856 2.618 -2.850
H 1.929 2.872 -4.224
I -5.531 -3.463 -6.027
C -4.630 -2.014 -4.822
C -5.425 -1.152 -4.080
C -4.822 -0.198 -3.279
C -3.435 -0.114 -3.197
C -2.654 -0.982 -3.950
C -3.248 -1.926 -4.770
C -2.810 0.882 -2.249
O -3.546 1.649 -1.621
O -1.540 0.826 -2.138
H -6.503 -1.221 -4.135
H -5.417 0.495 -2.699
H -1.579 -0.920 -3.880
H -2.636 -2.596 -5.357
C -0.430 4.574 2.896
N -1.543 3.921 2.265
C -2.910 4.269 2.612
C -3.738 3.451 1.607
N -2.737 3.024 0.651
C -1.500 3.286 1.068
S -0.080 2.898 0.255
H -0.434 4.369 3.969
H -0.475 5.657 2.749
H 0.489 4.190 2.457
H -3.071 5.350 2.502
H -3.123 4.001 3.650
H -4.507 4.052 1.119
H -4.223 2.589 2.074
H -2.955 2.524 -0.230
O -0.590 0.216 1.921
S -1.293 -0.309 3.154
C -1.231 1.110 4.305
C -0.378 0.703 5.501
C 0.703 -0.219 4.954
C -0.028 -1.229 4.082
H -2.247 1.406 4.559
H -0.765 1.896 3.711
H -0.988 0.171 6.234
H 0.035 1.584 5.992
H 1.264 -0.717 5.746
H 1.406 0.349 4.348
H -0.566 -1.969 4.675
H 0.576 -1.748 3.341
```

Output
Frontier orbital gap (eV): 6.71
Electronic energy (Ha): -4858.627454
Lowest unoccupied orbital energy (Ha): -0.0066
Energy above the lowest of the compared OMol25 structures with the same formula, charge and spin (kJ/mol): 46.0

=====

# 4
Below is a molecular structure, C7H10, with properties calculated with ωB97M-V/def2-TZVPD.

XYZ file:
```
17
C7H10 | the Open Molecules 2025 dataset | ωB97M-V/def2-TZVPD
C 0.194 -0.565 1.406
C 0.820 -1.043 0.069
C -0.252 -1.003 -0.778
C -0.327 0.496 -0.964
C 1.070 0.882 -1.464
C 1.514 0.315 -0.129
C 0.208 0.775 0.585
H -0.756 -1.010 1.712
H 0.878 -0.487 2.262
H -3.185 -1.514 0.887
H -3.051 -0.783 0.870
H -1.144 -1.596 -0.588
H -1.236 0.944 -1.374
H 1.416 0.398 -2.384
H 1.212 1.965 -1.517
H 2.494 0.466 0.329
H 0.146 1.759 1.077
```

Output
Frontier orbital gap (spin up / spin down) (eV): 8.26 / 8.24
Electronic energy (Ha): -272.481963
Lowest unoccupied orbital energy (spin up / spin down) (Ha): 0.0119 / 0.0115
Energy above the lowest of the compared OMol25 structures with the same formula, charge and spin (kJ/mol): 619.7

=====

# 5
Below is a molecular structure, C27H47AuIN7O2SSi2, with properties calculated with ωB97M-V/def2-TZVPD.

XYZ file:
```
88
C27H47AuIN7O2SSi2 | the Open Molecules 2025 dataset | ωB97M-V/def2-TZVPD
Au -1.212 -0.699 0.524
C -3.180 1.929 0.610
N -3.722 1.914 -0.726
C -5.136 2.191 -0.886
C -5.337 1.902 -2.362
N -4.315 0.898 -2.622
C -4.107 0.545 -4.012
C -3.318 0.981 -1.664
N -2.212 0.334 -1.563
C -1.830 -0.644 -2.553
C -0.288 -2.304 -1.675
N 0.454 -2.063 -0.468
C 1.601 -2.613 -0.214
N 2.424 -2.112 0.752
C 2.062 -1.020 1.612
C 3.531 -2.998 1.040
C 3.559 -3.873 -0.209
N 2.207 -3.731 -0.728
C 1.806 -4.551 -1.847
H -3.583 2.797 1.133
H -2.098 2.028 0.575
H -3.438 1.022 1.166
H -5.361 3.225 -0.624
H -5.747 1.526 -0.262
H -5.175 2.798 -2.975
H -6.327 1.500 -2.583
H -5.061 0.660 -4.523
H -3.804 -0.492 -4.129
H -3.377 1.195 -4.506
H -1.842 -0.250 -3.572
H -2.489 -1.522 -2.499
H 0.229 -2.931 -2.397
H -1.262 -2.744 -1.439
H 1.671 -0.200 1.013
H 2.957 -0.673 2.130
H 1.307 -1.297 2.356
H 3.356 -3.588 1.947
H 4.453 -2.428 1.164
H 3.757 -4.918 0.029
H 4.304 -3.529 -0.935
H 2.406 -5.461 -1.813
H 1.982 -4.069 -2.814
H 0.762 -4.846 -1.765
S -3.519 -4.441 1.825
C -3.195 -2.913 1.380
N -2.988 -1.805 1.044
I 6.434 -1.071 -1.143
C 4.669 -1.027 -2.238
C 4.572 -1.734 -3.443
C 3.398 -1.747 -4.151
C 2.246 -1.054 -3.636
C 2.378 -0.304 -2.426
C 3.573 -0.298 -1.760
C 1.088 -1.219 -4.326
O 0.283 -1.421 -5.139
O -0.496 -1.048 -2.328
H 5.427 -2.272 -3.828
H 3.328 -2.292 -5.082
H 1.522 0.229 -2.043
H 3.663 0.270 -0.844
C 2.698 3.010 1.970
Si 0.874 3.029 1.514
C 0.127 4.648 2.080
C 0.726 2.884 -0.346
C 0.036 1.563 2.289
Si -0.501 1.191 4.029
C 1.008 0.647 5.005
C -1.778 -0.166 4.070
C -1.190 2.740 4.831
H 3.147 3.989 1.784
H 3.243 2.275 1.374
H 2.853 2.766 3.022
H 0.610 5.473 1.552
H 0.265 4.809 3.149
H -0.943 4.696 1.872
H 1.244 3.710 -0.838
H -0.311 2.885 -0.689
H 1.179 1.954 -0.697
H -0.075 0.750 1.547
H 1.377 -0.322 4.668
H 0.752 0.556 6.063
H 1.823 1.367 4.919
H -1.394 -1.101 3.658
H -2.674 0.080 3.502
H -2.078 -0.354 5.104
H -0.409 3.477 5.024
H -1.652 2.489 5.788
H -1.949 3.214 4.207
```

Output
Frontier orbital gap (spin up / spin down) (eV): 6.75 / 6.52
Electronic energy (Ha): -3001.265989
Lowest unoccupied orbital energy (spin up / spin down) (Ha): 0.0133 / -0.0260
Energy above the lowest of the compared OMol25 structures with the same formula, charge and spin (kJ/mol): 191.0
2S+1: 3

=====

# 6
Below is C19H15ClN2O4 in the gas phase at a distorted geometry, with properties calculated with ωB97M-V/def2-TZVPD.

XYZ file:
```
41
C19H15ClN2O4 | the Open Molecules 2025 dataset | ωB97M-V/def2-TZVPD
C 0.367 3.171 -4.028
C 0.317 3.708 -2.578
O 1.068 2.845 -1.668
C 0.475 1.747 -1.121
N -0.859 1.453 -1.197
C -0.961 0.342 -0.520
C -2.237 -0.255 -0.273
C -2.481 -1.495 0.289
C -3.831 -2.122 0.486
C -5.022 -1.561 -0.042
C -6.242 -2.250 0.070
C -6.296 -3.489 0.755
C -5.128 -4.044 1.268
C -3.911 -3.398 1.102
O 0.221 -0.193 -0.055
C 1.114 0.773 -0.380
C 2.509 0.744 -0.073
O 3.324 0.880 -0.986
O 2.847 0.380 1.223
C 4.150 0.207 1.589
C 5.044 -0.673 0.960
N 6.329 -0.840 1.345
C 6.755 -0.091 2.374
C 5.943 0.776 3.095
Cl 6.667 1.683 4.437
C 4.617 0.929 2.717
H 0.016 3.934 -4.720
H 1.370 2.870 -4.294
H -0.329 2.314 -4.143
H -0.751 3.823 -2.282
H 0.791 4.675 -2.532
H -3.058 0.329 -0.638
H -1.623 -2.091 0.553
H -5.044 -0.645 -0.596
H -7.092 -1.736 -0.353
H -7.254 -4.027 0.857
H -5.213 -4.940 1.887
H -3.063 -3.897 1.498
H 4.674 -1.222 0.093
H 7.797 -0.224 2.619
H 3.999 1.609 3.266
```

Output
Frontier orbital gap (eV): 7.55
Electronic energy (Ha): -1603.640717
Lowest unoccupied orbital energy (Ha): -0.0231
Energy above the lowest of the compared OMol25 structures with the same formula, charge and spin (kJ/mol): 414.4
SMILES string: CCOc1nc(/C=C/c2ccccc2)oc1C(=O)Oc1cncc(Cl)c1

=====

# 7
Below is a molecular structure, H4LiO10S2 at a distorted geometry, with properties calculated with ωB97M-V/def2-TZVPD.

XYZ file:
```
17
H4LiO10S2 | the Open Molecules 2025 dataset | ωB97M-V/def2-TZVPD
Li -0.554 0.048 0.014
S -2.718 1.128 -1.035
O -2.511 -0.225 -0.478
O -1.463 1.839 -0.736
O -2.965 1.129 -2.500
O -3.834 1.820 -0.348
S 1.282 1.097 1.564
O 2.155 0.445 2.595
O 1.566 0.423 0.269
O -0.121 0.747 1.828
O 1.477 2.539 1.461
O 2.158 -2.385 0.326
H 2.947 -2.291 0.863
H 1.892 -1.449 0.138
O -0.016 -1.538 -1.032
H 0.846 -1.967 -0.958
H -0.141 -1.360 -1.971
```

Output
Frontier orbital gap (eV): 4.87
Electronic energy (Ha): -1558.730795
Lowest unoccupied orbital energy (Ha): 0.2690
Total charge: -3

=====

# 8
Below is 2 unconnected molecules or ions with the total composition C10H16O at a distorted geometry, with properties calculated with ωB97M-V/def2-TZVPD.

XYZ file:
```
27
C10H16O | the Open Molecules 2025 dataset | ωB97M-V/def2-TZVPD
C 2.243 0.528 3.095
C 0.860 0.156 2.595
C 0.695 -0.314 1.287
C -0.463 -0.879 0.814
C -1.556 -0.826 1.686
O -2.557 -1.663 1.322
C -1.576 -0.291 2.956
C -0.293 0.191 3.413
H 2.661 1.524 2.985
H 2.951 -0.202 2.578
H 2.244 0.178 4.118
H 1.614 -0.089 0.662
H -0.610 -1.130 -0.225
H -3.334 -1.797 1.924
H -2.362 -0.252 3.603
H -0.179 0.614 4.390
C 0.532 -0.842 -3.480
C 0.048 0.476 -2.880
C -0.766 1.512 -3.681
H -0.262 -1.611 -3.535
H 1.477 -1.174 -2.908
H 0.931 -0.730 -4.474
H -0.552 0.243 -1.962
H 1.062 1.067 -2.567
H -1.069 2.388 -3.060
H -0.147 1.844 -4.564
H -1.594 1.078 -4.093
```

Output
Frontier orbital gap (eV): 9.07
Electronic energy (Ha): -465.815588
Lowest unoccupied orbital energy (Ha): 0.0310
Energy above the lowest of the compared OMol25 structures with the same formula, charge and spin (kJ/mol): 215.8
SMILES string: Cc1ccc(O)cc1.CCC